1.
The following is a quantum chemistry calculation of a molecular structure, C15H12BiN3OSSe2, from the Open Molecules 2025 dataset.

XYZ file:
```
35
Properties=species:S:1:pos:R:3:forces:R:3
Bi -0.14212 0.14715 -1.08133 0.38 -0.24 -0.24
Se -0.91750 -0.35807 1.53952 -0.16 -0.27 0.41
Se -3.15482 0.34810 1.41857 -0.13 -0.10 0.02
C -2.99164 1.74547 0.10596 0.05 0.06 -0.09
C -4.04928 2.64473 -0.00015 0.13 -0.26 0.15
C -3.95730 3.66891 -0.92395 0.23 -0.10 -0.05
C -2.80090 3.78697 -1.68909 -0.01 -0.06 0.03
C -1.80013 2.85671 -1.50947 -0.25 0.32 -0.12
N -1.89911 1.83820 -0.64567 -0.13 -0.05 0.19
C -1.05776 -2.19590 0.90533 -0.12 0.18 0.23
C -1.37152 -3.27273 1.70882 -0.01 0.16 -0.03
C -1.39276 -4.52641 1.10142 0.11 0.16 -0.16
C -1.06879 -4.63811 -0.24337 -0.08 0.14 0.09
C -0.76426 -3.48313 -0.95402 -0.03 -0.37 -0.11
N -0.77042 -2.28778 -0.38281 0.10 0.16 -0.08
H -4.91847 2.54011 0.63315 -0.04 0.02 0.04
H -4.76655 4.37417 -1.02895 -0.08 0.07 -0.03
H -2.67773 4.57896 -2.41126 0.01 0.06 0.00
H -0.87199 2.92860 -2.05495 0.12 0.04 -0.23
H -1.59328 -3.14953 2.75795 -0.02 0.00 0.05
H -1.65551 -5.39382 1.68494 0.01 -0.14 0.04
H -1.05958 -5.59540 -0.74223 -0.01 -0.04 -0.01
H -0.51445 -3.50431 -2.00565 0.01 -0.11 -0.06
O 1.75148 -0.84395 -0.39746 -0.44 -0.16 -0.29
N 2.82307 -0.11482 -0.06575 0.24 0.41 0.19
C 3.96162 -0.78128 0.19791 0.30 -0.31 0.12
C 5.08904 -0.11711 0.60810 -0.13 0.16 -0.04
C 5.05266 1.27180 0.74762 -0.21 -0.19 -0.03
C 3.88151 1.93837 0.46223 -0.08 -0.20 -0.04
C 2.75746 1.22559 0.03948 0.03 0.29 0.04
S 1.28638 2.07130 -0.32203 0.00 0.39 0.06
H 3.89741 -1.85124 0.07053 -0.01 0.00 0.00
H 5.98243 -0.67673 0.82734 0.07 -0.10 -0.03
H 5.92144 1.81585 1.08239 0.09 0.04 0.01
H 3.79137 3.00932 0.56686 0.05 0.03 -0.04
```
Positions in Å, forces in eV/Å.

The value obtained for the LUMO energy is -0.2583 Eh. The value obtained for the HOMO energy is -14.89 eV. The calculation puts the frontier orbital gap at 7.856 eV. Its net charge is +2. The value obtained for the energy above the lowest of the compared OMol25 structures with the same formula, charge and spin is 0.0 kcal per mole.

***

2.
The following is a quantum chemistry calculation of 4 unconnected molecules or ions with the total composition H8O4, from the Open Molecules 2025 dataset.

XYZ file:
```
12
Properties=species:S:1:pos:R:3:forces:R:3
O -2.25498 9.75710 -22.38767 -1.95 -0.65 -3.92
H -2.44006 9.39457 -23.25401 -0.54 -0.10 -0.60
H -1.45283 10.26566 -22.50669 -0.15 0.42 0.11
O -3.35323 9.61651 -18.72721 -1.20 1.58 2.07
H -4.28338 9.66534 -18.94785 -0.31 0.23 0.27
H -2.90441 9.64352 -19.57222 -0.19 0.70 1.29
O -0.89548 10.34804 -20.93568 3.40 2.15 2.36
H -0.26353 9.67580 -21.19057 0.26 -0.14 0.35
H -1.61110 9.86176 -20.52619 0.28 -0.18 -0.25
O -2.55124 8.54926 -20.42881 0.17 -3.76 -0.95
H -3.45423 8.61895 -20.73863 -0.16 -0.22 -0.33
H -2.18492 7.81415 -20.92039 0.37 -0.01 -0.38
```
Positions in Å, forces in eV/Å.

The value obtained for the LUMO energy is 0.0107 Eh. The value obtained for the HOMO energy is -10.23 eV. The calculation puts the frontier orbital gap at 10.523 eV. Its net charge is 0. The value obtained for the energy above the lowest of the compared OMol25 structures with the same formula, charge and spin is 87.1 kcal per mole. Its structure (SMILES) is O.O.O.O.

***

3.
The following is a quantum chemistry calculation of 5 unconnected molecules or ions with the total composition C12H32BF4N4O4, from the Open Molecules 2025 dataset.

XYZ file:
```
57
Properties=species:S:1:pos:R:3:forces:R:3
C -8.07606 9.24986 13.05326 -0.23 0.32 2.15
C -8.80856 9.41883 14.39395 0.65 0.35 -0.91
O -8.63227 8.99350 15.47671 -0.06 0.04 -0.52
N -9.99998 10.42552 14.26861 -0.19 0.19 1.98
H -10.19365 10.89995 13.40080 0.14 -0.64 -0.83
H -10.78300 9.82847 14.57118 -0.45 0.05 -0.15
C -9.86269 11.59887 15.23328 -1.39 1.01 -1.86
H -7.84913 10.26502 12.75053 -0.49 0.24 -0.80
H -8.74507 8.64759 12.42432 0.60 0.31 -0.21
H -7.07674 8.88056 13.27976 -0.29 -0.82 -0.21
H -8.96094 12.09883 14.92897 0.47 0.23 0.52
H -9.99799 11.37485 16.24964 0.56 -0.91 1.22
H -10.71487 12.29082 15.02646 0.64 -0.52 -0.17
C -8.27519 2.86970 13.37558 -0.03 0.20 -0.89
C -9.71593 3.10339 13.64944 0.05 0.44 0.09
O -10.65991 2.61179 13.15137 -0.02 0.36 0.37
N -10.00752 4.18649 14.80481 -1.33 0.52 -1.42
H -9.17357 4.60093 15.24207 -0.32 -0.30 -0.21
H -10.59062 4.94973 14.34318 1.24 -0.48 0.42
C -11.01625 3.69364 15.77874 -0.53 -1.94 0.15
H -8.22965 1.94753 12.79341 0.12 0.02 0.18
H -7.75130 2.76703 14.31011 0.48 0.00 0.27
H -7.81461 3.66358 12.73325 -0.49 -0.39 0.75
H -11.99132 3.55041 15.27621 0.72 0.31 0.19
H -11.08761 4.38128 16.57369 -0.26 1.00 0.71
H -10.74348 2.72849 16.22724 0.27 0.24 -0.39
C -16.25804 5.62414 12.90854 0.19 -0.01 -0.22
C -16.53742 6.68953 13.89381 0.86 -1.61 -1.50
O -17.05797 6.64168 14.92541 -1.24 0.29 2.08
N -15.84875 7.88439 13.44364 0.52 3.14 0.47
H -14.82369 7.69887 13.42267 -0.05 0.14 0.25
H -16.08775 8.07105 12.48311 -0.24 -0.06 -0.62
C -16.11589 9.17811 14.22668 0.47 0.59 -1.11
H -16.59930 4.69597 13.29886 -0.41 -0.79 0.03
H -15.17206 5.58540 12.80611 0.07 -0.16 -0.17
H -16.68573 5.85823 11.93186 -0.08 -0.17 0.04
H -15.45393 9.19163 15.08812 -0.29 0.01 0.05
H -17.16923 9.31430 14.46061 0.07 -0.64 0.26
H -15.88917 10.02599 13.53537 0.21 -0.76 0.58
C -9.23832 8.53826 4.00997 -0.95 1.35 -1.37
C -10.02320 7.88230 5.02052 -1.68 1.20 -0.48
O -9.60517 7.19202 5.82760 0.60 -2.37 2.80
N -11.64600 8.16160 5.16196 0.65 -0.29 -0.50
H -11.99875 8.37682 4.23335 -0.31 0.27 -0.08
H -12.02681 7.23962 5.42358 0.13 0.38 -0.10
C -12.02309 9.16746 6.20320 0.03 -0.10 0.64
H -8.40410 8.91518 4.57486 0.23 1.17 0.06
H -9.79826 9.20633 3.30980 0.92 -0.35 0.71
H -8.72644 7.75992 3.50266 0.16 -0.94 -1.07
H -13.08840 9.37787 6.20203 -0.08 -0.24 -0.29
H -11.50125 10.11194 6.12620 0.30 0.01 -0.55
H -11.75870 8.73856 7.16656 0.01 -0.09 -0.02
B -11.92267 7.42146 14.22184 -0.16 -0.33 0.64
F -10.82002 7.39408 13.33874 -0.18 -0.19 0.48
F -13.07121 7.76254 13.47147 -0.45 -0.38 -0.35
F -12.09200 6.21467 14.95362 0.26 0.02 -1.20
F -11.78314 8.39823 15.19501 0.57 1.03 0.08
```
Positions in Å, forces in eV/Å.

The value obtained for the LUMO energy is -0.2459 Eh. The value obtained for the HOMO energy is -18.37 eV. The calculation puts the frontier orbital gap at 11.679 eV. Its net charge is +3. The value obtained for the energy above the lowest of the compared OMol25 structures with the same formula, charge and spin is 0.0 kcal per mole.

***

4.
The following is a quantum chemistry calculation of a molecular structure, C39H50Cl3GeInN2O6, from the Open Molecules 2025 dataset.

XYZ file:
```
102
Properties=species:S:1:pos:R:3:forces:R:3
In 1.41549 0.80430 -0.32866 0.07 -0.14 0.01
C -4.71866 -2.94121 -2.14988 -0.01 0.00 0.00
C -3.44912 -3.78266 -2.36116 0.01 -0.02 -0.03
C -3.58414 -4.54727 -3.67828 -0.01 0.01 0.01
C -3.30985 -4.79841 -1.21449 0.01 0.00 -0.01
C -2.24060 -2.86110 -2.34220 0.04 -0.02 -0.07
C -2.02043 -2.06749 -1.21172 0.03 0.02 -0.02
C -0.94523 -1.21649 -1.16294 0.08 -0.03 -0.23
N -0.62955 -0.38455 -0.11715 -0.18 0.35 0.31
C -1.48296 0.21333 0.65896 0.22 -0.14 -0.09
C -2.89846 0.30812 0.50362 -0.12 -0.01 0.08
C -3.62164 0.95642 1.44066 -0.03 -0.07 -0.08
C -2.97445 1.43756 2.66495 0.00 -0.03 0.03
C -1.64723 1.48052 2.87815 -0.02 -0.02 0.04
C -0.81470 0.99036 1.77922 0.06 -0.06 -0.04
O 0.39989 1.16400 1.71736 -0.04 -0.06 0.05
C -0.99464 2.06861 4.12138 0.01 0.07 -0.05
C -2.04695 2.41054 5.17625 -0.01 -0.01 0.00
C -0.25151 3.36159 3.74149 0.00 0.00 0.04
C -0.01356 1.05515 4.72875 0.01 -0.03 -0.01
C -5.09881 1.25297 1.27681 -0.01 0.01 -0.01
C -5.88034 0.58945 2.42069 -0.02 0.00 0.01
C -5.28722 2.77974 1.32548 0.00 0.00 -0.01
C -5.64082 0.74059 -0.05690 0.00 -0.01 0.02
C 0.04292 -1.19629 -2.25173 0.04 0.04 0.15
O 1.07638 -0.49589 -2.12894 -0.11 -0.15 0.03
C -0.21442 -1.99052 -3.44034 -0.03 -0.02 0.01
C -1.33778 -2.77463 -3.43240 -0.02 0.01 0.05
C 0.75317 -1.94089 -4.61305 -0.01 0.00 -0.02
C 0.87623 -0.49588 -5.12814 0.02 0.02 0.01
C 2.13111 -2.46275 -4.16718 -0.01 0.01 0.00
C 0.26641 -2.81368 -5.77214 0.01 0.00 0.02
H -5.59490 -3.58991 -2.18511 0.00 0.00 0.00
H -4.82309 -2.18392 -2.92897 0.00 0.00 0.00
H -4.71971 -2.43992 -1.18040 0.00 0.00 -0.01
H -4.46430 -5.18844 -3.63010 0.00 0.00 0.00
H -2.72125 -5.18820 -3.86660 0.00 0.00 0.00
H -3.71388 -3.87486 -4.52812 0.00 0.00 0.00
H -4.17269 -5.46568 -1.21351 0.00 0.00 0.00
H -3.26344 -4.31117 -0.23988 0.00 0.00 0.00
H -2.41084 -5.40451 -1.33682 0.00 0.00 0.00
H -2.68864 -2.13180 -0.36482 0.01 -0.02 0.00
H -3.33970 -0.04972 -0.41350 -0.02 0.02 0.01
H -3.63184 1.83157 3.42626 0.01 0.00 0.00
H -2.72958 3.19087 4.83404 0.00 0.00 0.00
H -1.54620 2.78813 6.06752 0.00 -0.01 0.00
H -2.63033 1.53375 5.46692 0.00 0.01 0.01
H -0.93852 4.08680 3.30244 0.00 0.00 -0.01
H 0.55580 3.17795 3.03578 0.00 0.00 0.00
H 0.17690 3.80398 4.64284 0.00 0.00 -0.01
H -0.52705 0.12983 4.99961 0.00 0.00 0.00
H 0.42045 1.47515 5.63704 0.00 0.00 0.00
H 0.80030 0.82065 4.04444 -0.01 0.00 0.01
H -5.57482 0.95225 3.40263 -0.01 0.00 -0.01
H -5.75503 -0.49475 2.40283 0.00 0.00 0.00
H -6.94219 0.81094 2.30638 0.00 0.00 0.01
H -4.97268 3.20813 2.27799 0.01 -0.01 0.00
H -6.34350 3.01622 1.19090 0.00 0.00 0.00
H -4.72176 3.26607 0.52867 -0.01 0.00 0.01
H -5.56078 -0.34613 -0.13575 0.00 0.01 0.00
H -5.12220 1.19436 -0.90372 0.00 0.00 0.00
H -6.69693 0.99752 -0.13833 0.00 0.00 0.00
H -1.54345 -3.37655 -4.30233 -0.02 0.00 0.01
H 1.30853 0.16852 -4.38393 0.00 -0.01 0.00
H -0.09744 -0.09994 -5.42149 -0.01 -0.01 -0.01
H 1.52376 -0.48878 -6.00633 -0.01 0.01 0.00
H 2.57406 -1.83294 -3.39923 0.00 0.00 0.00
H 2.80022 -2.47386 -5.02897 0.00 0.00 0.00
H 2.05448 -3.48441 -3.78896 0.00 0.00 0.00
H -0.70393 -2.48574 -6.15017 0.00 0.00 0.00
H 0.20093 -3.86755 -5.49355 -0.01 0.00 0.00
H 0.98117 -2.73730 -6.59117 0.00 0.00 0.00
C 4.21833 -0.32884 3.55381 -0.01 -0.01 -0.01
C 4.34244 -1.30530 2.37932 0.02 0.12 -0.07
C 3.18706 -1.21049 1.49420 -0.05 -0.26 0.12
N 2.26300 -1.12433 0.81937 0.03 0.15 -0.06
H 5.12100 -0.37855 4.15894 0.00 0.00 0.00
H 3.36479 -0.57977 4.18173 0.00 0.00 0.00
H 4.09601 0.68850 3.18536 -0.01 0.00 0.01
H 4.42542 -2.34116 2.71065 -0.01 0.00 0.01
H 5.22471 -1.07961 1.77582 0.00 -0.01 -0.01
O 3.07205 1.74261 0.80907 0.00 0.01 0.01
C 3.90458 1.41265 -0.09748 0.02 0.22 0.17
O 3.46795 0.82286 -1.12972 -0.03 -0.07 -0.14
C 5.34203 1.67392 0.09280 0.02 -0.07 -0.06
C 6.24934 1.20041 -0.84700 0.01 0.01 -0.01
C 7.62179 1.39868 -0.69105 -0.01 -0.01 -0.01
C 8.01959 2.08841 0.42796 0.00 -0.01 0.00
O 9.28301 2.38855 0.82164 -0.01 0.01 0.01
C 9.13500 3.29175 1.92264 0.01 0.00 -0.01
O 7.79305 3.16654 2.38983 -0.01 0.00 0.00
C 7.11273 2.56292 1.37040 0.02 0.00 0.00
C 5.76758 2.37237 1.23813 -0.05 0.00 0.02
H 5.87023 0.67511 -1.71243 0.00 0.00 0.00
H 8.33904 1.03421 -1.41209 0.00 0.00 0.00
H 9.30768 4.31326 1.57305 0.00 0.00 0.00
H 9.82507 3.01288 2.71417 0.00 0.00 0.00
H 5.05459 2.74075 1.96168 0.01 0.01 0.00
Cl -1.52632 3.46339 0.12060 0.01 0.22 -0.06
Ge -0.18157 2.63061 -1.38161 0.16 -0.08 -0.13
Cl 0.60848 4.25479 -2.53350 -0.08 0.03 0.05
Cl -1.61310 1.63276 -2.70730 -0.02 0.06 -0.05
```
Positions in Å, forces in eV/Å.

The value obtained for the LUMO energy (alpha / beta) is -0.1721 / -0.1953 Eh. The value obtained for the HOMO energy (alpha / beta) is -10.45 / -10.45 eV. The calculation puts the frontier orbital gap (alpha / beta) at 5.771 / 5.140 eV. Its net charge is +1. The value obtained for the energy above the lowest of the compared OMol25 structures with the same formula, charge and spin is 0.0 kcal per mole. The multiplicity is 2. Its expectation value of S² is 0.823.

***

Largest force on an atom / eV/Å: 0.551; 4.662; 3.717; 0.501
E_tot / Ha: -6233.4137; -305.6404; -1420.0055; -5724.6933